<a>
DFT (ωB97M-V with the def2-TZVPD basis set) results for 12 unconnected molecules or ions with the total composition C5H33NO13.

Structure (XYZ):
```
52
Properties=species:S:1:pos:R:3:nbo_charge:R:1
O -3.046 0.611 1.511 -0.620
C -2.567 1.171 0.549 0.821
O -2.988 2.379 0.183 -0.705
C -1.345 0.740 -0.251 -0.152
C -0.059 0.905 0.568 -0.494
C 1.119 0.066 0.120 -0.416
C 2.371 0.729 -0.457 -0.622
N -1.559 -0.575 -0.771 -0.864
H -3.710 2.834 0.695 0.518
H -1.321 1.247 -1.257 0.215
H 0.237 1.988 0.531 0.255
H -0.158 0.736 1.631 0.245
H 1.451 -0.695 0.874 0.234
H 0.784 -0.504 -0.763 0.183
H 2.798 1.316 0.406 0.182
H 2.534 1.180 -1.447 0.222
H 3.195 -0.033 -0.459 0.216
H -0.820 -0.942 -1.385 0.374
H -1.780 -1.285 -0.095 0.389
H 2.034 -3.812 -2.210 0.486
H 0.790 -3.028 -1.930 0.479
O 1.454 -3.181 -2.619 -0.943
H 1.382 4.347 0.925 0.502
H 2.594 4.197 1.827 0.466
O 1.794 3.731 1.530 -0.966
H -1.179 3.494 0.348 0.475
H -0.188 3.250 -0.791 0.495
O -0.360 3.846 -0.060 -0.980
H -3.448 1.028 -3.051 0.464
H -3.065 -0.344 -2.401 0.493
O -3.319 0.096 -3.234 -0.966
H 1.935 -1.386 -2.430 0.494
H 1.962 -0.748 -3.784 0.475
O 1.980 -0.517 -2.870 -0.983
H -1.969 -0.691 2.504 0.503
H -2.595 -1.984 3.070 0.482
O -1.791 -1.465 3.064 -0.982
H 1.124 -4.812 0.959 0.478
H 0.857 -3.323 1.057 0.518
O 0.812 -4.109 0.417 -1.011
H 1.012 -1.450 2.951 0.498
H -0.156 -2.384 2.819 0.510
O 0.791 -2.355 2.617 -0.996
H -2.311 -4.582 0.154 0.481
H -0.987 -3.801 -0.349 0.496
O -1.851 -3.771 0.038 -0.983
H 0.546 1.801 -2.555 0.489
H 1.569 2.786 -2.144 0.481
O 0.627 2.753 -2.297 -0.941
H 1.933 1.575 2.001 0.498
H 1.281 1.800 3.453 0.487
O 1.603 1.171 2.808 -0.981
```

Summary:
Spin multiplicity: 1



<b>
DFT (ωB97M-V with the def2-TZVPD basis set) results for 12 unconnected molecules or ions with the total composition C5H33NO13.

Structure (XYZ):
```
52
Properties=species:S:1:pos:R:3:nbo_charge:R:1
C 0.957 -2.418 0.990 -0.550
C 2.251 -1.969 0.358 -0.041
O 2.125 -1.704 -1.084 -0.779
C -0.216 -1.451 0.855 0.699
N -0.018 -0.149 1.288 -0.676
C -1.207 0.778 1.428 -0.238
C -1.131 1.563 2.807 -0.649
O -1.318 -1.671 0.380 -0.672
H 0.740 -3.499 0.547 0.259
H 0.935 -2.612 2.115 0.252
H 2.532 -0.952 0.797 0.130
H 3.120 -2.598 0.567 0.199
H 1.312 -2.069 -1.441 0.497
H 0.660 0.071 1.953 0.406
H -1.105 1.512 0.555 0.211
H -2.076 0.043 1.453 0.230
H -0.113 2.001 2.957 0.211
H -1.740 2.451 2.827 0.235
H -1.364 0.909 3.661 0.214
H 0.021 3.024 -3.353 0.485
H -1.195 2.497 -3.289 0.439
O -0.905 3.326 -3.371 -0.954
H 1.750 2.217 -2.313 0.490
H 1.766 1.716 -3.726 0.470
O 1.734 2.501 -3.186 -0.944
H -2.695 -2.918 -0.792 0.464
H -1.546 -3.780 -1.014 0.471
O -2.510 -3.930 -0.840 -0.935
H 0.123 -0.707 3.968 0.472
H 0.532 0.607 4.820 0.481
O 0.503 -0.367 4.785 -0.948
H 0.844 0.586 -1.074 0.483
H 1.662 0.056 -2.066 0.494
O 0.984 0.692 -2.003 -0.970
H -4.302 0.385 1.901 0.454
H -4.518 -0.869 1.329 0.460
O -4.881 -0.015 1.246 -0.910
H -1.193 0.067 -2.356 0.487
H -1.940 -0.968 -1.509 0.492
O -1.576 -0.791 -2.415 -0.967
H 0.668 3.330 -1.022 0.461
H -0.195 4.466 -1.202 0.474
O 0.563 4.211 -0.778 -0.937
H 1.425 2.040 0.821 0.472
H 2.645 2.626 0.495 0.492
O 1.995 1.985 0.063 -0.958
H 0.516 -3.189 -3.158 0.484
H -0.454 -2.314 -2.582 0.514
O 0.265 -2.900 -2.300 -0.960
H 2.605 0.209 2.070 0.492
H 2.761 0.638 3.710 0.511
O 2.272 0.794 2.841 -0.997
```

Summary:
Spin multiplicity: 1



Which is most stable, and by how much? <a>, by 0.0696 hartree.